Record 1
{"formula": "C22H43F6N5O12P2", "method": "wB97M-V/def2-TZVPD", "smiles": "CP(C)O[P@@](=O)(O)OC(=O)C(F)(F)C(F)(F)C(F)(F)C(=O)O.CN(C)C=O.CN(C)C=O.CN(C)C=O.CN(C)C=O.CN(C)C=O", "gap_ev": 8.963, "total_energy_ha": -3322.79976, "largest_force_ev_per_a": 0.6, "elements": ["C", "P", "C", "O", "P", "O", "O", "O", "C", "O", "C", "F", "F", "C", "F", "F", "C", "F", "F", "C", "O", "O", "H", "H", "H", "H", "H", "H", "H", "H", "C", "N", "C", "C", "O", "H", "H", "H", "H", "H", "H", "H", "C", "N", "C", "C", "O", "H", "H", "H", "H", "H", "H", "H", "C", "N", "C", "C", "O", "H", "H", "H", "H", "H", "H", "H", "C", "N", "C", "C", "O", "H", "H", "H", "H", "H", "H", "H", "C", "N", "C", "C", "O", "H", "H", "H", "H", "H", "H", "H"], "coordinates": [[-0.7850, -2.1654, 2.9827], [0.7918, -3.0149, 3.2405], [1.4255, -2.9849, 1.5399], [0.2932, -4.6696, 3.3968], [-0.7084, -5.4001, 2.4421], [-0.9313, -4.8126, 1.1234], [-0.2074, -6.9003, 2.5381], [-2.1050, -5.5347, 3.2875], [-3.1822, -4.7239, 3.0823], [-3.5551, -3.9221, 3.8733], [-3.9739, -5.0160, 1.7775], [-3.7712, -4.0318, 0.9041], [-3.5811, -6.1758, 1.2425], [-5.4998, -5.1086, 2.0588], [-5.6823, -6.0228, 3.0249], [-5.9430, -3.9296, 2.5104], [-6.4082, -5.5039, 0.8634], [-6.0089, -6.6703, 0.3590], [-6.3104, -4.5673, -0.0881], [-7.8860, -5.6305, 1.3309], [-8.3808, -6.6909, 1.5272], [-8.5289, -4.4335, 1.4178], [-1.3000, -2.3503, 2.0351], [-1.4390, -2.3689, 3.8378], [-0.5458, -1.0954, 3.0187], [1.9049, -3.9323, 1.2730], [2.1454, -2.1676, 1.4380], [0.6263, -2.8187, 0.8142], [-0.9383, -7.5320, 2.5033], [-8.3735, -4.0133, 2.2768], [1.2390, 3.1439, 2.6269], [-0.0890, 2.6443, 2.3186], [-1.1616, 3.5832, 2.0501], [-0.3711, 1.3309, 2.2716], [-1.4716, 0.8679, 2.0247], [1.2072, 3.7647, 3.5256], [1.6299, 3.7374, 1.8005], [1.9223, 2.3169, 2.7943], [-1.9764, 3.4543, 2.7637], [-1.5689, 3.4285, 1.0501], [-0.7692, 4.5950, 2.1291], [0.5101, 0.6992, 2.4798], [6.8705, 5.3892, 2.8612], [5.5637, 4.8544, 2.5461], [4.4686, 5.7668, 2.2624], [5.3168, 3.5313, 2.5058], [4.2302, 3.0475, 2.2441], [6.8285, 6.0166, 3.7536], [7.2558, 5.9885, 2.0337], [7.5615, 4.5683, 3.0454], [3.6584, 5.6171, 2.9762], [4.0783, 5.5846, 1.2594], [4.8189, 6.7927, 2.3398], [6.2014, 2.9138, 2.7336], [1.0258, -2.3010, -4.4262], [0.9766, -2.1114, -2.9876], [-0.2310, -2.4783, -2.2659], [2.0071, -1.6106, -2.2845], [1.9915, -1.4396, -1.0777], [0.2490, -1.7103, -4.9149], [0.8814, -3.3468, -4.6892], [1.9953, -1.9801, -4.8020], [-0.6494, -1.6139, -1.7482], [-0.0201, -3.2439, -1.5180], [-0.9598, -2.8626, -2.9762], [2.8843, -1.3684, -2.9083], [1.2139, 9.7017, 0.5658], [2.1080, 9.7093, 1.7035], [2.9175, 10.8863, 1.9692], [2.2191, 8.6562, 2.5373], [2.9572, 8.6143, 3.5031], [1.7672, 9.8359, -0.3659], [0.4725, 10.4990, 0.6473], [0.6919, 8.7473, 0.5234], [3.9785, 10.6361, 1.9480], [2.6906, 11.2939, 2.9545], [2.7082, 11.6368, 1.2103], [1.5640, 7.8122, 2.2579], [-1.2552, -4.7930, -9.8499], [-0.8951, -4.2748, -8.5476], [-1.9428, -3.8897, -7.6174], [0.3870, -4.1351, -8.1582], [0.7279, -3.7049, -7.0717], [-1.8308, -4.0580, -10.4159], [-1.8508, -5.7031, -9.7556], [-0.3502, -5.0279, -10.4074], [-1.8536, -2.8354, -7.3540], [-1.8732, -4.4720, -6.6982], [-2.9099, -4.0648, -8.0830], [1.1130, -4.4526, -8.9249]], "mulliken_charge": [-0.21, -0.03, -0.64, -0.21, 0.99, -0.49, -0.57, -0.32, 0.16, -0.43, 1.13, -0.27, -0.31, 0.33, -0.32, -0.33, 1.06, -0.27, -0.28, 0.12, -0.44, -0.48, 0.23, 0.29, -0.20, 0.40, 0.39, -0.06, 0.35, 0.37, -0.93, 0.20, -0.92, 0.30, -0.65, 0.32, 0.38, 0.31, 0.30, 0.31, 0.30, 0.10, -0.92, 0.15, -0.95, 0.11, -0.56, 0.33, 0.32, 0.30, 0.25, 0.30, 0.41, 0.25, -0.90, 0.21, -0.84, 0.04, -0.52, 0.30, 0.39, 0.26, 0.28, 0.23, 0.34, 0.24, -0.90, 0.09, -0.93, 0.28, -0.61, 0.34, 0.34, 0.29, 0.27, 0.30, 0.39, 0.17, -0.91, 0.10, -0.89, 0.13, -0.55, 0.33, 0.33, 0.29, 0.27, 0.28, 0.37, 0.24]}

=====

Record 2
{"formula": "C22H43N2OP3Tl", "method": "wB97M-V/def2-TZVPD", "de_lowest_kcal_mol": 35.9, "gap_ev": [5.023, 4.983], "charge": 3, "total_energy_ha": -2244.15442, "largest_force_ev_per_a": 8.3, "elements": ["Tl", "P", "P", "P", "H", "C", "C", "H", "C", "C", "C", "C", "C", "C", "C", "C", "C", "H", "H", "H", "H", "H", "H", "H", "H", "H", "H", "H", "H", "H", "H", "H", "H", "H", "H", "H", "H", "H", "H", "H", "H", "H", "H", "H", "H", "H", "C", "C", "C", "C", "C", "C", "O", "H", "H", "H", "H", "H", "H", "N", "C", "C", "C", "N", "C", "C", "H", "H", "H", "H", "H", "H"], "coordinates": [[0.4623, -3.7165, -0.3092], [-0.5319, 2.7755, 0.3535], [-1.5932, 0.9890, -1.0463], [1.6510, 0.6447, 1.1338], [0.3010, -4.9404, -2.6998], [0.7291, -5.2010, -1.7232], [-0.2208, -5.6338, -0.6506], [-1.2890, -5.6694, -0.9152], [0.4578, 3.7239, -0.8704], [-2.0960, 3.7394, 0.4148], [0.2174, 3.4454, 1.9046], [-1.1227, -0.7590, -1.1902], [-3.3871, 0.9470, -0.7413], [-1.4888, 1.5653, -2.7668], [2.1309, -1.1180, 0.9617], [2.1753, 0.9100, 2.8884], [3.0831, 1.4259, 0.2721], [1.7443, -5.6226, -1.7361], [0.1213, -6.3787, 0.0858], [0.5289, 4.7536, -0.4976], [-0.0111, 3.7267, -1.8583], [1.4658, 3.2989, -0.9543], [-1.8608, 4.7328, 0.8172], [-2.8012, 3.2469, 1.0971], [-2.5652, 3.8500, -0.5698], [-0.0787, 4.5012, 1.9618], [1.3127, 3.3922, 1.9032], [-0.1720, 2.9358, 2.7928], [-1.9993, -1.3446, -1.5073], [-0.7828, -1.1234, -0.2123], [-0.3472, -0.8679, -1.9620], [-3.8512, 0.5647, -1.6591], [-3.7872, 1.9422, -0.5204], [-3.6201, 0.2760, 0.0913], [-2.4233, 1.2571, -3.2532], [-0.6447, 1.0715, -3.2751], [-1.3894, 2.6544, -2.8349], [3.0393, -1.3330, 1.5397], [2.3183, -1.3603, -0.0934], [1.3109, -1.7368, 1.3594], [3.0565, 0.2903, 3.0957], [1.3604, 0.6105, 3.5602], [2.4126, 1.9640, 3.0751], [4.0144, 1.0345, 0.7025], [3.0545, 2.5160, 0.3954], [3.0505, 1.1818, -0.7983], [1.7820, -1.0856, -3.9939], [2.9045, -0.0621, -3.9675], [3.8736, -0.3888, -2.9302], [3.9374, -1.6462, -2.3791], [2.9920, -2.6482, -2.6952], [1.9616, -2.4230, -3.5828], [0.7135, -0.3867, -4.0410], [2.0088, 0.5940, -3.7910], [3.2930, 0.1881, -4.9624], [4.6051, 0.3709, -2.6671], [4.7618, -1.9051, -1.7074], [3.0871, -3.6260, -2.2218], [1.2492, -3.1970, -3.8717], [-4.1892, -0.6215, 5.3114], [-3.4017, -0.5824, 4.2103], [-2.2879, 0.2870, 4.1441], [-1.5493, 0.3306, 2.9646], [-1.8141, -0.4374, 1.8972], [-2.8650, -1.2716, 1.9595], [-3.6758, -1.3954, 3.0869], [-4.0095, -0.0255, 6.1075], [-5.0033, -1.2160, 5.3570], [-2.0187, 0.9225, 4.9882], [-0.7000, 1.0157, 2.8787], [-3.0778, -1.8618, 1.0617], [-4.5122, -2.0904, 3.0834]], "mulliken_charge": [1.05, 1.04, 0.92, 0.99, 0.39, -0.53, -0.94, 0.36, -1.03, -1.53, -1.21, -0.76, -1.34, -1.21, -0.80, -1.47, -1.37, 0.44, 0.39, 0.42, 0.37, 0.16, 0.54, 0.44, 0.44, 0.61, 0.32, 0.38, 0.60, -0.04, 0.18, 0.51, 0.41, 0.25, 0.48, 0.29, 0.47, 0.52, -0.04, 0.19, 0.47, 0.34, 0.44, 0.50, 0.44, 0.11, 0.39, -0.52, -0.53, -0.51, -0.23, -0.69, -0.68, 0.24, 0.37, 0.57, 0.46, 0.61, 0.47, -0.46, 1.01, -1.14, -0.06, 0.16, -0.36, -0.96, 0.21, 0.21, 0.39, 0.01, 0.44, 0.36]}